56
Properties=species:S:1:pos:R:3:lowdin_charge:R:1 method="wB97M-V/def2-TZVPD" gap_ev=5.7 e_homo_ev=-7.41 e_lumo_ev=-1.7 largest_force_ev_per_a=1.7 total_energy_ev=-39164.984 charge=0 de_lowest_ev=0.000
C -0.3608 -0.6387 -4.7034 0.0012
N 0.0631 -0.4123 -3.3367 -0.0247
C -0.0707 -1.2974 -2.2838 -0.0177
B -0.8868 -2.6864 -2.4885 -1.0512
F -0.7980 -3.4168 -1.2822 0.0983
F -2.2160 -2.2905 -2.7568 0.0920
F -0.2501 -3.3471 -3.5451 0.1130
C 0.5016 -0.7618 -1.1412 -0.0044
C 1.0645 0.5087 -1.5125 -0.1678
C 0.7518 0.7126 -2.8924 -0.1645
C 1.1595 1.8424 -3.5842 -0.0159
C 1.8653 2.8204 -2.8608 -0.0932
C 2.1569 2.6388 -1.4961 -0.1019
C 1.7568 1.4872 -0.8121 -0.0365
H -0.1152 0.2493 -5.2854 0.0753
H 0.1563 -1.5100 -5.1259 0.1022
H -1.4407 -0.8322 -4.7463 0.1018
H 0.7721 -1.2746 -0.2241 0.1152
H 0.9475 1.9285 -4.6482 0.0981
H 2.2156 3.7224 -3.3650 0.0959
H 2.7079 3.4147 -0.9561 0.0970
H 1.9658 1.3250 0.2452 0.0959
C -2.7040 -3.3499 1.1473 0.0063
C -1.4625 -2.8114 1.7121 -0.1997
N -0.6265 -3.5554 2.4697 0.1615
C 0.4893 -2.8161 2.8645 -0.1763
C 0.3514 -1.5175 2.3137 -0.1229
C 1.4174 -0.6278 2.3986 -0.0294
C 2.5906 -1.0344 3.0522 -0.0672
C 2.7206 -2.3349 3.5654 -0.0808
C 1.6647 -3.2516 3.4621 -0.0130
C -0.8975 -1.5130 1.5431 -0.1207
C -1.2671 -0.5592 0.5804 0.0587
C -1.2640 0.8499 0.8402 -0.2004
C -0.9253 1.4035 2.1027 -0.0180
C -0.6713 2.7624 2.2273 -0.0292
C -0.8092 3.6166 1.1266 -0.2650
C -0.4454 5.0606 1.2661 -0.0487
C -1.3113 3.1038 -0.0778 -0.0261
C -1.5731 1.7551 -0.2078 0.0017
H -3.3564 -2.5090 0.8964 0.0964
H -2.5090 -3.9186 0.2279 0.0967
H -3.1986 -4.0002 1.8812 0.0941
H -0.7983 -4.5258 2.7085 0.1768
H 1.3153 0.3722 1.9778 0.0865
H 3.4118 -0.3230 3.1547 0.1054
H 3.6571 -2.6310 4.0363 0.1029
H 1.7314 -4.2759 3.8223 0.1112
H -1.8008 -0.9138 -0.3091 0.1344
H -0.8429 0.7461 2.9722 0.1227
H -0.3446 3.1717 3.1876 0.1223
H -0.6453 5.5971 0.3342 0.0782
H -1.0068 5.5461 2.0763 0.0881
H 0.6216 5.1660 1.5049 0.0890
H -1.4773 3.7846 -0.9197 0.1228
H -1.9806 1.3503 -1.1360 0.1339